Arrangement i

Formula: C4H8N
Source: the Open Molecules 2025 dataset
Level of theory: ωB97M-V/def2-TZVPD

Results
Charge = +1
LUMO = -5.3552 eV
M = 70.11 u

XYZ file:
```
13
C4H8N | the Open Molecules 2025 dataset | ωB97M-V/def2-TZVPD
C 1.052 1.076 -0.300
C 0.696 1.857 0.952
C 0.136 0.127 0.417
C 0.362 0.741 1.671
N -1.306 -1.808 -1.158
H 0.760 1.446 -1.258
H 2.115 0.695 -0.181
H 0.367 2.885 1.135
H -0.619 -0.619 -0.147
H 0.268 0.478 2.696
H -0.910 -1.997 -2.067
H -2.172 -2.391 -1.159
H -0.748 -2.490 -0.601
```

Arrangement ii

Formula: C4H8N
Source: the Open Molecules 2025 dataset
Level of theory: ωB97M-V/def2-TZVPD

Results
Charge = +1
LUMO = -7.1387 eV
M = 70.11 u

XYZ file:
```
13
C4H8N | the Open Molecules 2025 dataset | ωB97M-V/def2-TZVPD
C 1.371 0.590 -0.109
C -1.004 0.904 0.052
C -1.272 -0.433 -0.192
C 1.221 -0.882 0.061
N 0.311 1.376 -0.177
H 2.348 1.070 0.038
H -1.680 1.501 -0.515
H -1.230 1.115 1.147
H -1.722 -1.043 0.511
H -1.449 -0.696 -1.267
H 1.461 -1.430 -0.851
H 1.576 -1.190 1.066
H 0.069 -0.882 0.236
```

The calculated energies rank the structures as follows, beginning with the most stable: arrangement i, arrangement ii.

Arrangement i

Formula: C4H8N
Source: the Open Molecules 2025 dataset
Level of theory: ωB97M-V/def2-TZVPD

Results
Charge = +1
LUMO = -4.8346 eV
M = 70.11 u

XYZ file:
```
13
C4H8N | the Open Molecules 2025 dataset | ωB97M-V/def2-TZVPD
C -1.562 -1.611 -0.390
C 1.674 0.153 0.132
C -0.185 1.674 0.251
C -0.738 -2.472 -0.414
N 0.482 0.437 0.238
H -0.246 -0.250 0.235
H 1.915 -0.906 0.109
H 2.487 1.037 0.085
H -1.253 1.645 -0.236
H -0.512 1.915 1.376
H 0.297 2.585 -0.128
H -2.165 -0.769 -0.633
H -0.195 -3.436 -0.626
```

Arrangement ii

Formula: C4H8N
Source: the Open Molecules 2025 dataset
Level of theory: ωB97M-V/def2-TZVPD

Results
Charge = +1
LUMO = -5.4711 eV
M = 70.11 u
Structure (SMILES) = C=[NH+]/C=C/C

XYZ file:
```
13
C4H8N | the Open Molecules 2025 dataset | ωB97M-V/def2-TZVPD
C -0.175 -0.931 -2.074
C -0.189 0.113 -1.018
C -0.299 -0.160 0.284
N 0.179 0.802 1.206
C 0.371 0.762 2.473
H -0.166 -1.915 -1.595
H -1.156 -0.925 -2.568
H 0.653 -0.880 -2.773
H -0.060 1.149 -1.327
H -0.805 -1.015 0.714
H 0.547 1.627 0.748
H 1.133 1.424 2.866
H -0.033 -0.050 3.065
```

Arrangement iii

Formula: C4H8N
Source: the Open Molecules 2025 dataset
Level of theory: ωB97M-V/def2-TZVPD

Results
Charge = +1
LUMO = -4.1574 eV
M = 70.11 u

XYZ file:
```
13
C4H8N | the Open Molecules 2025 dataset | ωB97M-V/def2-TZVPD
C 0.102 0.349 -0.562
C -1.323 0.286 -0.906
C 2.035 0.904 -0.723
C -0.736 -0.999 1.379
N -0.646 -0.258 0.222
H -2.045 1.080 -0.667
H -1.593 -0.407 -1.795
H 2.477 0.231 -1.567
H 1.967 0.495 0.332
H 2.021 1.963 -0.917
H 0.276 -1.053 1.963
H -0.935 -2.043 1.153
H -1.599 -0.547 2.087
```

The calculated energies rank the structures as follows, beginning with the most stable: arrangement ii, arrangement i, arrangement iii.